Molecular formula: C39H35N4OP2Y
Method: DFT, ωB97M-V with the def2-TZVPD basis set

Geometry as XYZ:
```
82
Properties=species:S:1:pos:R:3:forces:R:3:lowdin_charge:R:1
H -2.806070 5.595184 1.097436 0.0 0.0 0.0 0.132
C 4.671491 -0.823537 -1.404927 0.0 0.0 0.0 -0.053
H 1.837816 -3.563822 1.471411 0.0 0.0 0.0 0.096
C 0.903808 -5.331088 4.207548 0.0 0.1 0.0 -0.053
C -1.619143 -4.775901 0.331038 0.1 0.0 0.0 -0.049
H -4.203833 0.354415 -5.694621 0.0 0.0 0.0 0.114
H -0.899652 -2.488159 4.572303 0.0 0.0 0.0 0.111
H 1.930224 0.603723 -8.217572 0.0 0.0 0.0 0.119
C -4.173807 -0.379037 -4.900046 0.0 0.0 0.0 -0.060
H -0.490311 -2.418711 -4.682458 0.0 0.0 0.0 0.092
C -3.146852 -0.353283 -3.973371 0.0 0.0 0.0 -0.099
H -3.387328 -1.349831 0.460469 0.0 0.0 0.0 0.109
H -5.972635 -1.360674 -5.529182 0.0 0.0 0.0 0.118
C 2.423478 -0.617937 -6.527649 0.0 0.0 0.0 -0.047
C -3.106448 -1.308100 -2.956004 0.0 0.1 0.1 -0.359
H 3.498755 0.608037 -2.481887 0.0 0.0 0.0 0.113
C 1.736819 0.402915 -7.172431 0.0 0.0 0.0 -0.044
C -0.322478 -2.787130 -3.669546 0.0 -0.1 0.0 -0.108
P -1.720315 -1.254309 -1.805101 0.1 -0.6 -0.2 0.916
C 2.371900 -1.182165 -2.052896 0.0 0.0 0.0 -0.418
N -0.754761 0.349799 2.024175 -0.2 0.3 0.1 -0.074
C -2.490594 -4.482997 1.369211 0.0 0.0 0.0 -0.050
C -1.518993 2.497454 1.496206 0.0 0.2 -0.1 -0.205
C 1.329530 -3.816144 2.392930 0.0 0.1 -0.1 -0.021
H 1.088731 -6.275924 4.700992 0.0 0.0 0.0 0.114
H 2.732220 -1.661384 -4.679988 0.0 0.0 0.0 0.113
Y 0.041319 0.157766 -0.124330 0.4 0.1 -0.3 1.470
C -5.130737 -2.292748 -3.793529 0.0 0.0 0.0 -0.049
N -0.324388 -1.675166 -2.699482 0.1 0.3 0.0 -0.516
C -2.001275 -2.601865 -0.620923 -0.1 0.2 0.1 -0.404
H -2.678691 -5.218932 2.139342 0.0 0.0 0.0 0.120
H -0.506239 3.157090 -1.557530 0.0 0.0 0.0 0.114
H -0.688555 -4.087053 -1.469219 0.0 0.0 0.2 0.088
C -0.999548 3.325106 -0.606043 0.1 -0.1 0.0 -0.106
H 0.288574 1.974438 -6.986168 0.0 0.0 0.0 0.115
H -3.799919 -3.013869 2.229139 0.0 0.0 0.0 0.118
H 5.552880 -0.197027 -1.387835 0.0 0.0 0.0 0.118
N -0.921657 2.335108 0.290090 0.0 0.0 0.1 -0.027
C 1.250026 -0.109408 -4.493172 0.0 0.0 0.1 -0.376
H -1.575211 2.309161 4.361842 0.0 0.0 0.0 0.108
C 2.402286 -2.441130 -1.455873 0.0 0.1 0.0 -0.100
H -4.071663 -3.020712 -2.077208 0.0 0.0 0.0 0.107
C 0.165057 -1.639813 2.252798 -0.2 0.2 0.3 -0.402
C 2.185211 -0.876041 -5.187968 0.0 0.0 0.0 -0.079
C -1.363113 -3.837963 -0.658212 0.0 -0.1 -0.1 -0.079
H -2.370601 0.401949 -4.044163 0.0 0.0 0.0 0.088
H -0.487389 -4.654527 5.694506 0.0 0.0 0.0 0.113
H -1.846843 0.556350 4.358390 0.0 0.0 0.0 0.077
C -2.016628 1.476439 3.810026 0.0 0.0 0.0 0.003
H -0.144682 1.529010 -4.595006 0.0 0.0 0.0 0.090
C -5.167271 -1.346587 -4.807283 0.0 0.0 0.0 -0.047
H 0.632779 -3.311539 -3.640452 0.0 0.0 0.0 0.086
C 3.569012 -2.890746 -0.853331 0.0 0.0 0.0 -0.058
H 5.605734 -2.444703 -0.357266 0.0 0.0 0.0 0.119
C 1.562553 -5.025179 3.023435 0.0 -0.1 0.0 -0.060
C 0.812188 1.174095 -6.480968 0.0 0.0 0.0 -0.059
H 3.147717 -1.210799 -7.069734 0.0 0.0 0.0 0.119
C -0.213943 -3.205481 4.144096 0.0 0.0 0.0 -0.019
H 2.260977 -5.733703 2.597572 0.0 0.0 0.0 0.110
H -5.902139 -3.047990 -3.728010 0.0 0.0 0.0 0.118
C -2.204132 3.661199 1.804592 0.0 0.0 0.0 0.026
H -1.690242 5.282827 -1.120115 0.0 0.0 0.0 0.125
H -2.675101 3.775043 2.769519 0.0 0.0 0.0 0.124
C 3.512889 -0.371257 -2.012530 0.0 0.1 0.0 -0.105
H -3.089677 1.662104 3.734105 0.0 0.0 0.0 0.104
C 0.567927 0.920918 -5.141264 0.0 0.0 0.0 -0.104
C -1.661421 4.512971 -0.362892 0.0 0.1 0.0 -0.017
C 0.017597 -4.418372 4.767554 0.0 0.0 0.0 -0.056
C 4.699136 -2.087642 -0.826897 0.0 0.0 0.0 -0.043
C -2.875823 -2.308350 0.431576 0.1 0.0 -0.1 -0.121
N -0.592472 -0.737411 2.834162 0.1 -0.4 0.3 0.093
H 3.596888 -3.876648 -0.407840 0.0 0.0 0.0 0.114
C -4.100995 -2.278367 -2.864105 0.0 0.0 0.0 -0.068
H -1.135161 -5.742602 0.291970 0.0 0.0 0.0 0.119
H -1.122020 -3.487044 -3.426333 0.1 0.0 -0.1 0.081
C -1.407624 1.376122 2.456180 0.0 -0.2 0.1 -0.234
C 0.435188 -2.902200 2.946017 0.0 -0.1 0.1 -0.161
C -2.276169 4.681074 0.866289 0.0 0.0 -0.1 0.004
C -3.117482 -3.245641 1.422237 -0.1 0.0 0.0 -0.057
O 0.683996 -1.452671 1.065890 0.0 0.2 -0.2 -0.215
H 1.517872 -3.064861 -1.452237 0.0 0.0 0.0 0.088
P 0.871941 -0.442686 -2.766060 -0.2 -0.3 -0.3 0.897
```
Positions in Å, forces in eV/Å.

The spin multiplicity is 1. The calculation puts the lowest unoccupied orbital energy at -6.30 eV. As for the energy relative to the best compared isomer or geometry (same formula, charge and spin): 0.000 eV. As for the total charge: +2. Its HOMO energy is -0.488 Ha.